1.
The following is a quantum chemistry calculation of 2 unconnected molecules or ions with the total composition C3H10NO in a non-equilibrium geometry, from the Open Molecules 2025 dataset.

Atoms and positions in Å:
1 C 0.374 -1.328 -0.314
2 C 1.154 -0.316 0.321
3 C 1.957 0.651 -0.550
4 O 0.314 0.559 1.132
5 N -3.128 0.344 -0.422
6 H 0.363 -1.285 -1.398
7 H -0.090 -2.214 0.132
8 H 1.868 -0.725 1.059
9 H 2.161 1.538 0.048
10 H 1.454 0.874 -1.491
11 H 2.945 0.251 -0.788
12 H -0.564 0.169 1.284
13 H -2.391 -0.222 -0.810
14 H -3.686 -0.139 0.267
15 H -3.731 0.676 -1.160

Properties
Charge ... +1
LUMO energy ... -8.9165 eV
HOMO ... -13.62 eV
HOMO-LUMO gap ... 4.71 eV

2.
The following is a quantum chemistry calculation of 2 unconnected molecules or ions with the total composition C3H10NO in a non-equilibrium geometry, from the Open Molecules 2025 dataset.

Atoms and positions in Å:
1 C 0.618 0.461 -0.733
2 O -0.430 0.403 0.262
3 C 1.914 0.175 -0.129
4 C 2.233 -1.076 0.507
5 N -3.588 0.114 0.087
6 H 0.542 1.395 -1.289
7 H 0.377 -0.387 -1.379
8 H -0.099 0.921 1.008
9 H 2.766 0.734 -0.511
10 H 2.572 -1.735 -0.312
11 H 3.072 -0.965 1.204
12 H 1.408 -1.546 1.039
13 H -4.234 -0.627 0.303
14 H -3.826 0.600 -0.761
15 H -2.617 -0.134 0.132

Properties
Charge ... +1
LUMO energy ... -8.0661 eV
HOMO ... -12.07 eV
HOMO-LUMO gap ... 4.00 eV

3.
The following is a quantum chemistry calculation of 2 unconnected molecules or ions with the total composition C3H10NO in a non-equilibrium geometry, from the Open Molecules 2025 dataset.

Atoms and positions in Å:
1 C 1.857 -1.200 -0.930
2 C -1.479 0.979 -0.701
3 C -1.490 0.533 0.683
4 O -0.251 -0.162 1.561
5 N 1.208 0.082 -0.754
6 H 1.368 -1.975 -0.339
7 H 1.927 -1.515 -1.967
8 H -1.728 2.020 -0.881
9 H -1.864 0.310 -1.458
10 H -1.684 1.305 1.415
11 H -1.865 -0.493 0.729
12 H -0.523 -0.157 2.493
13 H 2.871 -1.078 -0.534
14 H 0.415 0.418 -1.283
15 H 1.076 0.222 0.239

Properties
Charge ... +1
LUMO energy ... -8.3271 eV
HOMO ... -14.00 eV
HOMO-LUMO gap ... 5.67 eV

4.
The following is a quantum chemistry calculation of a molecular structure, C3H10NO in a non-equilibrium geometry, from the Open Molecules 2025 dataset.

Atoms and positions in Å:
1 C 0.490 -1.692 0.475
2 C -1.051 0.380 0.187
3 C -0.086 1.395 -1.192
4 N 0.117 -0.215 0.856
5 O 1.262 1.395 -0.902
6 H 0.486 -1.579 -0.607
7 H 1.428 -1.706 0.852
8 H -0.124 -2.392 0.996
9 H -1.580 -0.384 -0.187
10 H -1.602 0.863 0.991
11 H -0.288 0.878 -2.081
12 H -0.563 2.326 -1.497
13 H -0.062 -0.205 1.882
14 H 0.969 0.452 0.715
15 H 1.560 2.116 -0.363

Properties
Charge ... +1
LUMO energy ... -3.4277 eV
HOMO ... -15.32 eV
HOMO-LUMO gap ... 11.89 eV

5.
The following is a quantum chemistry calculation of 2 unconnected molecules or ions with the total composition C3H10NO in a non-equilibrium geometry, from the Open Molecules 2025 dataset.

Atoms and positions in Å:
1 C -1.224 0.405 -1.884
2 C 0.143 0.258 -1.257
3 C 0.429 0.955 -0.158
4 N 1.431 0.371 0.906
5 H -1.738 1.278 -1.481
6 H -1.131 0.734 -2.936
7 H -1.616 -0.602 -1.767
8 H 0.826 -0.516 -1.607
9 H -0.294 1.603 0.327
10 H 1.617 1.148 1.541
11 H 0.894 -0.348 1.410
12 H 2.284 -0.034 0.532
13 H -1.264 -1.844 1.118
14 H -0.953 -1.531 2.624
15 O -0.600 -1.518 1.730

Properties
Charge ... +1
LUMO energy ... -3.3982 eV
HOMO ... -14.65 eV
HOMO-LUMO gap ... 11.25 eV

6.
The following is a quantum chemistry calculation of 2 unconnected molecules or ions with the total composition C3H10NO in a non-equilibrium geometry, from the Open Molecules 2025 dataset.

Atoms and positions in Å:
1 C -1.876 -1.409 0.059
2 N -1.399 -2.203 -0.803
3 H -2.800 -0.889 -0.117
4 H -1.275 -1.147 0.918
5 H -0.495 -2.664 -0.733
6 H -1.896 -2.404 -1.661
7 C 0.686 1.373 -0.119
8 O 1.441 2.577 -0.061
9 C 1.360 0.434 0.825
10 H -0.338 1.596 0.210
11 H 0.674 1.015 -1.154
12 H 1.174 3.204 -0.747
13 H 1.352 0.800 1.856
14 H 0.963 -0.588 0.898
15 H 2.428 0.304 0.629

Properties
Charge ... +1
LUMO energy ... -6.0256 eV
HOMO ... -13.40 eV
HOMO-LUMO gap ... 7.37 eV

7.
The following is a quantum chemistry calculation of 3 unconnected molecules or ions with the total composition C3H10NO2 in a non-equilibrium geometry, from the Open Molecules 2025 dataset.

Atoms and positions in Å:
1 C -1.884 -0.440 0.766
2 C -0.924 -0.441 1.690
3 C -1.410 1.551 -0.530
4 N -1.786 0.354 -0.480
5 H -2.405 -1.381 0.701
6 H -0.047 0.203 1.773
7 H -0.901 -1.219 2.467
8 H -1.123 1.891 -1.519
9 H -1.479 2.267 0.409
10 H -1.994 -0.014 -1.395
11 H 2.514 -1.498 -2.138
12 H 2.215 -2.594 -1.157
13 O 2.562 -1.732 -1.225
14 H 2.478 0.443 -0.341
15 H 2.597 1.523 0.698
16 O 1.932 0.968 0.263

Properties
2S+1 ... 2
LUMO energy (alpha / beta) ... 0.6056 / 0.5923 eV
HOMO (alpha / beta) ... -5.06 / -9.10 eV
HOMO-LUMO gap (alpha / beta) ... 5.66 / 9.69 eV

8.
The following is a quantum chemistry calculation of 2 unconnected molecules or ions with the total composition C3H10NO2 in a non-equilibrium geometry, from the Open Molecules 2025 dataset.

Atoms and positions in Å:
1 C -0.662 -1.084 0.254
2 O -0.243 -1.027 -1.023
3 C 0.165 -0.093 1.194
4 C -0.300 1.354 1.141
5 N 1.593 -0.129 0.695
6 H -1.717 -0.813 0.388
7 H -0.266 -2.007 0.721
8 H 0.230 -0.493 2.205
9 H -0.336 1.786 0.143
10 H 0.254 2.050 1.786
11 H -1.349 1.426 1.494
12 H 1.814 0.852 0.594
13 H 1.503 -0.526 -0.236
14 H 0.000 -0.728 -2.406
15 H -0.721 0.003 -3.546
16 O 0.037 -0.571 -3.404

Properties
2S+1 ... 2
LUMO energy (alpha / beta) ... 0.7105 / -2.8025 eV
HOMO (alpha / beta) ... -9.91 / -9.90 eV
HOMO-LUMO gap (alpha / beta) ... 10.62 / 7.10 eV

9.
The following is a quantum chemistry calculation of 2 unconnected molecules or ions with the total composition C3H10NO2 in a non-equilibrium geometry, from the Open Molecules 2025 dataset.

Atoms and positions in Å:
1 C 0.789 -0.892 0.193
2 C 1.403 0.416 -0.259
3 C 1.432 1.448 0.865
4 O 0.624 1.460 1.747
5 N -0.468 -1.231 -0.593
6 H 0.470 -0.839 1.227
7 H 1.370 -1.792 0.099
8 H 0.946 0.915 -1.115
9 H 2.456 0.258 -0.508
10 H 2.237 2.198 0.833
11 H -0.787 -2.152 -0.285
12 H -0.477 -1.284 -1.619
13 H -1.205 -0.532 -0.384
14 H -3.147 1.318 0.287
15 H -3.021 -0.078 -0.156
16 O -2.621 0.790 -0.333

Properties
Charge ... +1
LUMO energy ... -3.7030 eV
HOMO ... -13.90 eV
HOMO-LUMO gap ... 10.20 eV

10.
The following is a quantum chemistry calculation of 2 unconnected molecules or ions with the total composition C3H10NO2 in a non-equilibrium geometry, from the Open Molecules 2025 dataset.

Atoms and positions in Å:
1 C -0.803 -0.589 -0.228
2 C 0.307 -0.884 0.764
3 C 0.596 -2.367 0.786
4 O -0.111 -3.157 0.226
5 N -1.078 0.875 -0.309
6 H -0.529 -0.953 -1.215
7 H -1.730 -1.072 0.054
8 H 1.227 -0.353 0.507
9 H 0.046 -0.557 1.782
10 H 1.457 -2.702 1.380
11 H -1.740 1.120 -1.051
12 H -1.462 1.230 0.580
13 H -0.225 1.475 -0.485
14 H 1.907 2.066 -0.971
15 H 1.108 3.396 -0.764
16 O 1.030 2.472 -1.056

Properties
Charge ... +1
LUMO energy ... -3.5400 eV
HOMO ... -13.81 eV
HOMO-LUMO gap ... 10.27 eV

11.
The following is a quantum chemistry calculation of 2 unconnected molecules or ions with the total composition C3H10NO2 in a non-equilibrium geometry, from the Open Molecules 2025 dataset.

Atoms and positions in Å:
1 C -1.611 -0.609 -0.628
2 C 1.701 0.008 -0.125
3 C -1.701 0.140 0.562
4 N 1.070 -0.360 1.069
5 O 0.910 1.074 -0.850
6 O -0.985 1.117 0.782
7 H -0.603 -0.344 -1.162
8 H -2.433 -0.431 -1.286
9 H -1.622 -1.668 -0.558
10 H 2.676 0.397 0.037
11 H 1.819 -0.736 -0.883
12 H -2.410 -0.106 1.235
13 H 1.352 -0.182 1.961
14 H 0.615 -1.307 1.074
15 H 1.386 1.906 -1.259
16 H -0.164 1.102 0.032

Properties
Charge ... +1
LUMO energy ... -4.5479 eV
HOMO ... -14.60 eV
HOMO-LUMO gap ... 10.05 eV

12.
The following is a quantum chemistry calculation of C3H10NO2P in the gas phase in a non-equilibrium geometry, from the Open Molecules 2025 dataset.

Atoms and positions in Å:
1 C 1.468 0.457 1.573
2 C 0.695 -1.306 -1.745
3 C -1.666 1.401 -0.162
4 N -0.832 -0.985 1.243
5 O 0.793 0.861 0.400
6 O -0.288 -0.351 -1.556
7 P -0.555 -0.012 0.088
8 H 2.580 0.410 1.390
9 H 1.044 -0.384 1.865
10 H 1.250 1.242 2.424
11 H 1.589 -0.974 -2.281
12 H 0.223 -1.864 -2.580
13 H 0.864 -1.954 -0.956
14 H -2.441 1.642 0.564
15 H -1.012 2.197 -0.240
16 H -2.256 1.285 -1.024
17 H -1.456 -1.664 0.997

Properties
LUMO energy ... 0.9054 eV
Structure (SMILES) ... COP(C)(=N)OC
HOMO ... -9.62 eV
HOMO-LUMO gap ... 10.53 eV

13.
The following is a quantum chemistry calculation of a molecular structure, C3H10NO2P in a non-equilibrium geometry, from the Open Molecules 2025 dataset.

Atoms and positions in Å:
1 C -1.023 -1.818 0.486
2 C 1.367 1.766 -0.491
3 C -0.120 -0.940 -0.308
4 N -0.874 -0.187 -1.268
5 O -0.571 1.436 1.194
6 O 1.543 0.092 1.979
7 P 0.760 0.476 0.772
8 H -1.704 -1.104 1.028
9 H -0.327 -2.294 1.164
10 H -1.559 -2.541 -0.120
11 H 2.018 1.324 -1.307
12 H 0.396 2.162 -0.799
13 H 1.798 2.520 0.121
14 H 0.872 -1.768 -0.840
15 H -0.375 0.530 -1.807
16 H -1.363 -0.844 -1.859
17 H -0.840 1.190 2.054

Properties
LUMO energy ... 0.7815 eV
HOMO ... -9.34 eV
HOMO-LUMO gap ... 10.12 eV

14.
The following is a quantum chemistry calculation of 2 unconnected molecules or ions with the total composition C3H10NO2S in a non-equilibrium geometry, from the Open Molecules 2025 dataset.

Atoms and positions in Å:
1 C -0.542 1.210 0.135
2 O 0.541 2.029 -0.027
3 C 0.103 -0.186 0.396
4 C -0.937 -1.390 0.581
5 S -0.092 -2.947 0.199
6 N 1.067 -0.177 1.536
7 H -1.107 1.709 0.893
8 H -1.129 1.032 -0.828
9 H 0.667 -0.367 -0.533
10 H -1.837 -1.231 -0.085
11 H -1.350 -1.560 1.566
12 H 0.846 -2.744 1.274
13 H 0.363 -0.034 2.332
14 H 1.784 0.573 1.522
15 H -0.202 2.909 -2.074
16 H -0.374 4.472 -2.262
17 O 0.034 3.699 -2.773

Properties
Charge ... -1
LUMO energy ... 3.2762 eV
HOMO ... -2.88 eV
HOMO-LUMO gap ... 6.16 eV

15.
The following is a quantum chemistry calculation of 2 unconnected molecules or ions with the total composition C3H10NO2S in a non-equilibrium geometry, from the Open Molecules 2025 dataset.

Atoms and positions in Å:
1 C 1.970 1.282 1.450
2 C 0.480 1.191 1.129
3 C -1.362 -1.374 -1.991
4 N -2.576 -1.062 -2.267
5 O 2.607 0.100 0.898
6 O -1.322 -0.410 0.027
7 S 0.019 -0.563 0.768
8 H 2.232 1.195 2.479
9 H 2.400 2.220 1.092
10 H 0.425 1.697 0.235
11 H -0.002 1.500 1.963
12 H -1.090 -2.326 -1.696
13 H -0.549 -0.819 -2.318
14 H -3.412 -1.595 -2.065
15 H -0.458 -0.956 2.110
16 H -2.888 -0.130 -2.442
17 H 3.528 0.051 0.628

Properties
Charge ... +1
LUMO energy ... -3.9138 eV
HOMO ... -13.40 eV
HOMO-LUMO gap ... 9.49 eV

Calculated relative energy (zero: lowest compared OMol25 entry of this formula, charge and spin) (kcal/mol), listed in the same order as above: 109.0 85.2 149.5 61.0 23.3 42.9 28.4 15.6 28.6 16.1 66.7 80.6 58.9 36.1 69.0
Calculated electronic energy (eV), listed in the same order as above: -6799.5850 -6800.6169 -6797.8293 -6801.6668 -6803.3020 -6802.4522 -8854.5825 -8855.1375 -8851.1014 -8851.6429 -8849.4467 -18146.4001 -18147.3382 -19692.5109 -19683.9207